The following is a DFT calculation (wB97M-V/def2-TZVPD) of 15 unconnected molecules or ions with the total composition C72H189N15O21 at a distorted geometry.

Computed properties:
- Energy: -143060.4254 eV
- ΔE to the lowest compared entry with this formula, charge and spin: 233.79 kJ/mol
- Highest occupied orbital energy: -8.39 eV

The geometry in ORCA input format:
```
! wB97M-V def2-TZVPD RIJCOSX def2/J DEFGRID3
* xyz 0 1
C 1.687 4.115 -0.671
C 3.182 4.423 -0.577
C 4.121 3.734 -1.689
O 4.059 2.297 -1.530
C 4.843 1.622 -2.491
N 3.342 5.880 -0.643
H 1.280 4.314 0.321
H 1.391 3.076 -0.814
H 1.160 4.638 -1.468
H 3.523 4.104 0.408
H 5.105 4.190 -1.586
H 3.709 4.100 -2.630
H 4.446 1.658 -3.505
H 4.908 0.599 -2.120
H 5.861 2.008 -2.548
H 3.183 6.281 -1.557
H 4.275 6.092 -0.320
C 4.035 1.077 4.878
C 3.180 1.287 3.684
C 3.983 1.714 2.471
O 4.551 3.043 2.536
C 5.639 3.336 1.630
N 2.380 0.102 3.457
H 4.689 1.929 5.064
H 4.762 0.275 4.746
H 3.524 0.816 5.805
H 2.423 2.055 3.840
H 3.327 1.637 1.604
H 4.752 0.973 2.250
H 6.551 2.783 1.853
H 5.933 4.368 1.823
H 5.412 3.041 0.606
H 1.963 -0.210 4.322
H 3.030 -0.658 3.317
C -9.979 -0.261 1.707
C -8.810 0.414 1.037
C -8.402 1.774 1.710
O -9.267 2.845 1.477
C -8.717 4.133 1.764
N -7.807 -0.587 1.240
H -10.294 -1.204 1.259
H -10.893 0.319 1.584
H -9.853 -0.329 2.787
H -9.059 0.501 -0.021
H -7.415 1.874 1.260
H -8.312 1.661 2.790
H -7.827 4.401 1.194
H -8.379 4.213 2.797
H -9.468 4.903 1.588
H -7.911 -1.448 0.723
H -7.695 -0.967 2.170
C -6.593 -4.297 -1.737
C -6.670 -4.127 -0.188
C -5.442 -3.344 0.337
O -4.250 -4.121 0.302
C -3.073 -3.568 0.870
N -7.821 -3.364 0.315
H -7.374 -4.956 -2.117
H -5.636 -4.731 -2.026
H -6.680 -3.311 -2.193
H -6.746 -5.091 0.314
H -5.642 -3.055 1.369
H -5.211 -2.448 -0.239
H -2.751 -2.610 0.463
H -2.352 -4.341 0.605
H -3.111 -3.504 1.957
H -8.312 -3.756 1.106
H -8.561 -3.444 -0.367
C -2.720 6.464 -5.247
C -1.991 5.160 -4.707
C -2.224 4.946 -3.191
O -1.701 3.634 -2.828
C -2.311 3.031 -1.721
N -2.514 4.012 -5.386
H -3.787 6.368 -5.045
H -2.724 6.524 -6.336
H -2.373 7.424 -4.864
H -0.915 5.286 -4.828
H -3.253 5.001 -2.835
H -1.731 5.720 -2.603
H -3.242 2.589 -2.077
H -2.560 3.799 -0.990
H -1.752 2.222 -1.251
H -2.281 3.213 -4.815
H -3.516 3.880 -5.377
C 2.747 -3.001 5.259
C 2.948 -3.382 3.785
C 1.630 -3.425 2.963
O 0.725 -4.391 3.524
C -0.570 -4.381 2.906
N 3.817 -2.392 3.144
H 3.657 -3.080 5.854
H 2.056 -3.720 5.698
H 2.263 -2.027 5.337
H 3.452 -4.344 3.690
H 1.720 -3.476 1.878
H 1.193 -2.439 3.121
H -1.085 -3.440 2.710
H -1.138 -4.907 3.672
H -0.573 -4.862 1.928
H 3.619 -2.461 2.156
H 4.775 -2.690 3.262
C -2.160 0.857 -7.434
C -0.888 0.378 -6.714
C -0.748 1.080 -5.264
O 0.453 0.544 -4.573
C 0.999 1.432 -3.638
N -1.105 -1.054 -6.482
H -2.220 0.386 -8.415
H -2.179 1.946 -7.477
H -3.101 0.627 -6.933
H -0.010 0.461 -7.354
H -1.574 0.877 -4.582
H -0.618 2.162 -5.299
H 1.170 2.398 -4.111
H 1.959 1.092 -3.248
H 0.388 1.658 -2.764
H -0.387 -1.547 -5.970
H -1.973 -1.281 -6.019
C 7.026 -1.656 -3.725
C 5.871 -2.284 -2.987
C 4.700 -2.388 -3.983
O 4.277 -1.177 -4.492
C 2.966 -1.249 -5.104
N 6.331 -3.584 -2.519
H 7.413 -2.300 -4.515
H 7.853 -1.535 -3.025
H 6.697 -0.692 -4.113
H 5.532 -1.681 -2.144
H 3.877 -2.882 -3.467
H 5.104 -3.043 -4.756
H 2.700 -0.271 -5.506
H 2.219 -1.449 -4.336
H 2.877 -2.020 -5.869
H 5.480 -4.063 -2.259
H 6.553 -4.089 -3.365
C -0.678 -5.549 -5.400
C -0.989 -4.239 -4.586
C -1.347 -4.545 -3.025
O -1.655 -3.401 -2.267
C -2.919 -2.837 -2.615
N 0.101 -3.342 -4.637
H 0.088 -6.185 -4.955
H -0.286 -5.180 -6.348
H -1.540 -6.170 -5.642
H -1.798 -3.655 -5.025
H -0.509 -5.079 -2.577
H -2.224 -5.192 -3.055
H -3.613 -3.536 -2.149
H -3.059 -2.794 -3.695
H -3.161 -1.848 -2.228
H 0.018 -2.725 -3.842
H 0.986 -3.818 -4.537
C -0.621 -1.892 5.283
O -0.443 -1.361 6.621
C -0.802 -2.282 7.603
C -0.758 -1.676 8.914
N -1.242 -2.420 10.093
C -0.568 -3.653 10.397
C 0.832 -3.558 11.026
O 0.816 -2.974 12.338
C 2.144 -3.105 12.959
H -1.644 -2.117 4.982
H 0.074 -2.690 5.022
H -0.281 -1.114 4.599
H -0.060 -3.080 7.605
H -1.799 -2.710 7.496
H -1.347 -0.767 8.798
H 0.268 -1.387 9.140
H -1.183 -1.782 10.874
H -0.462 -4.268 9.504
H -1.192 -4.285 11.029
H 1.321 -2.893 10.314
H 1.296 -4.534 10.887
H 2.403 -4.164 12.958
H 2.235 -2.801 14.002
H 2.969 -2.582 12.477
C 5.927 -8.432 0.941
O 5.042 -7.392 0.551
C 5.543 -6.114 0.257
C 4.353 -5.146 0.018
N 3.629 -5.443 -1.252
C 2.334 -4.776 -1.287
C 1.215 -5.541 -0.483
O 1.226 -6.834 -1.090
C 0.580 -7.759 -0.222
H 6.743 -8.545 0.228
H 5.399 -9.380 1.053
H 6.336 -8.306 1.943
H 6.230 -6.192 -0.586
H 6.176 -5.736 1.060
H 4.642 -4.109 0.191
H 3.709 -5.527 0.811
H 3.413 -6.428 -1.309
H 1.978 -4.608 -2.303
H 2.488 -3.749 -0.955
H 0.248 -5.044 -0.553
H 1.430 -5.550 0.586
H 1.016 -7.752 0.777
H 0.754 -8.797 -0.506
H -0.472 -7.490 -0.126
C 0.512 6.281 7.217
O 0.320 5.372 6.138
C 1.282 5.418 5.053
C 0.752 4.432 4.029
N -0.602 4.763 3.579
C -1.209 3.798 2.810
C -2.604 4.278 2.343
O -3.417 3.203 1.939
C -4.684 3.453 1.480
H 0.599 7.326 6.920
H 1.410 6.006 7.771
H -0.343 6.085 7.863
H 2.285 5.201 5.420
H 1.306 6.417 4.618
H 0.898 3.468 4.517
H 1.471 4.412 3.210
H -0.996 4.864 4.503
H -1.341 2.851 3.334
H -0.559 3.543 1.973
H -2.531 4.975 1.508
H -3.074 4.768 3.196
H -4.581 4.313 0.818
H -5.373 3.699 2.288
H -4.955 2.600 0.857
C 6.883 5.506 -4.491
O 7.158 4.582 -3.473
C 8.325 4.873 -2.683
C 8.437 4.067 -1.314
N 8.470 2.614 -1.492
C 8.830 1.952 -0.234
C 8.950 0.449 -0.447
O 7.749 -0.277 -0.724
C 6.645 -0.140 0.257
H 6.881 6.554 -4.190
H 5.862 5.328 -4.830
H 7.536 5.510 -5.363
H 8.205 5.900 -2.338
H 9.250 4.628 -3.204
H 7.540 4.289 -0.735
H 9.288 4.431 -0.739
H 7.686 2.136 -1.913
H 8.286 2.149 0.690
H 9.848 2.298 -0.053
H 9.472 -0.040 0.375
H 9.611 0.301 -1.301
H 7.018 -0.027 1.274
H 5.945 -0.939 0.015
H 5.974 0.704 0.097
C -4.507 -0.132 1.714
O -3.169 0.230 1.322
C -2.396 0.280 2.476
C -0.965 0.613 2.000
N -0.238 -0.546 1.418
C -0.424 -0.704 -0.035
C 0.602 -1.725 -0.696
O 1.883 -1.642 -0.229
C 2.695 -0.631 -0.883
H -5.128 0.117 0.854
H -4.895 0.499 2.513
H -4.589 -1.111 2.185
H -2.343 -0.605 3.110
H -2.662 0.995 3.255
H -0.333 1.053 2.772
H -1.154 1.481 1.368
H 0.745 -0.400 1.599
H -0.354 0.212 -0.622
H -1.440 -1.017 -0.278
H 0.490 -1.538 -1.764
H 0.277 -2.734 -0.443
H 2.230 0.354 -0.850
H 2.819 -0.873 -1.939
H 3.656 -0.691 -0.372
C -6.546 1.186 -1.797
O -6.705 1.695 -3.158
C -5.591 1.226 -3.947
C -5.690 1.798 -5.339
N -5.375 3.180 -5.436
C -5.630 3.908 -6.735
C -7.140 3.924 -7.111
O -7.911 4.600 -6.146
C -7.607 6.011 -6.052
H -7.332 1.638 -1.193
H -5.594 1.452 -1.337
H -6.671 0.108 -1.700
H -5.661 0.152 -4.120
H -4.599 1.470 -3.565
H -6.657 1.568 -5.785
H -5.126 1.202 -6.057
H -5.930 3.509 -4.659
H -5.018 3.423 -7.495
H -5.191 4.906 -6.732
H -7.605 2.950 -7.261
H -7.195 4.476 -8.050
H -7.933 6.513 -6.963
H -6.567 6.196 -5.786
H -8.268 6.513 -5.346
*
```